Version P
10 unconnected molecules or ions with the total composition C12H44N10O10, computed with ωB97M-V with the def2-TZVPD basis set.

Output
Gap between HOMO and LUMO, eV: 7.2572
LUMO level, eV: -0.556
Total charge: 0
Structure (SMILES): NC(N)=O.NC(N)=O.NC(N)=O.NC(N)=O.NC(N)=O.CCO.CCO.CO.CO.CO

Geometry (Å):
C 0.6180 -0.1720 4.4981
C -0.9070 -0.2850 4.4251
O -1.3590 0.2570 3.2311
H 1.0180 -0.6780 3.6551
H 0.9530 -0.5600 5.4091
H 0.8670 0.8430 4.4181
H -1.4740 0.0080 5.2681
H -1.0200 -1.2810 4.1961
H -2.2370 -0.0730 3.0701
C -0.4090 -2.9090 1.0411
C 1.0240 -3.2050 0.6681
O 1.8520 -2.2390 1.2231
H -0.9410 -3.7740 0.8311
H -0.7510 -2.0240 0.5241
H -0.5200 -2.6700 2.0961
H 1.1970 -3.2220 -0.4349
H 1.2690 -4.1840 1.1181
H 2.7200 -2.4790 1.0751
C -1.5770 -1.8810 -2.4149
O -2.2820 -1.0220 -1.6199
N -0.2740 -1.9730 -2.3019
N -1.9750 -2.5130 -3.5369
H 0.1470 -1.4120 -1.4619
H 0.2260 -2.8970 -2.4169
H -2.9440 -2.6770 -3.7379
H -1.3420 -3.2010 -3.9099
C -0.2920 0.4270 0.3081
O -1.5410 0.8090 0.4971
N 0.2620 0.4090 -0.8229
N 0.5830 0.1130 1.2441
H -0.2710 0.8040 -1.6349
H 1.2870 0.3640 -0.8689
H 0.0270 0.0690 2.1511
H 1.3550 -0.5690 1.0991
C -1.7150 2.7860 -2.3799
O -1.4200 3.8910 -3.1879
N -1.7010 1.5080 -2.7649
N -1.9620 2.9290 -1.1579
H -1.8040 1.2710 -3.7579
H -2.0030 0.7360 -2.1159
H -1.8750 3.9090 -0.7259
H -2.1180 2.2360 -0.4609
C 0.6500 -0.2240 -5.0649
O 1.3160 0.4680 -6.1299
N 1.1410 -0.4660 -3.9229
N -0.3950 -0.9940 -5.3509
H 1.7780 0.2280 -3.5379
H 0.5200 -0.8460 -3.1489
H -0.7790 -0.9860 -6.2969
H -0.8870 -1.5970 -4.6239
C 2.7450 2.7340 0.9421
O 2.0710 2.9510 -0.2649
N 3.7170 3.5170 1.3661
N 2.2680 2.0120 1.8911
H 4.0880 4.3040 0.7921
H 4.1800 3.3290 2.2701
H 1.5470 1.3160 1.6031
H 2.9490 1.4720 2.4541
C 3.5990 -0.0860 -0.5939
O 2.8110 -0.8640 -1.4959
H 3.2810 -0.1180 0.4481
H 3.5800 0.9930 -0.9129
H 4.5860 -0.5320 -0.7129
H 3.2840 -1.3050 -2.2399
C -3.9520 -2.0850 1.3961
O -3.8640 -0.7060 1.1911
H -4.7130 -2.4650 0.7021
H -4.3620 -2.2810 2.4121
H -3.0410 -2.6240 1.1471
H -3.1610 -0.3840 0.6891
C -0.8840 3.2340 2.6341
O -0.0440 4.0220 1.8631
H -0.3130 2.4880 3.2121
H -1.5260 2.7560 1.9431
H -1.4820 3.8440 3.3011
H 0.5990 3.4270 1.7081


Version Q
10 unconnected molecules or ions with the total composition C12H44N10O10, computed with ωB97M-V with the def2-TZVPD basis set.

Output
Gap between HOMO and LUMO, eV: 8.9214
LUMO level, eV: -0.076
Total charge: 0
Structure (SMILES): NC(N)=O.NC(N)=O.NC(N)=O.NC(N)=O.NC(N)=O.CCO.CCO.CO.CO.CO

Geometry (Å):
C -8.0030 21.4860 -13.3660
C -6.6560 21.2870 -14.0890
O -6.0590 20.1490 -13.6420
H -8.6710 20.5950 -13.3160
H -8.4860 22.2810 -13.9400
H -7.8750 21.8380 -12.3270
H -5.8990 22.0360 -14.0250
H -6.8530 21.0530 -15.1280
H -5.1980 20.0760 -14.1030
C -2.9740 16.5810 -13.7790
C -4.3250 17.2170 -13.7870
O -4.6740 17.5750 -12.4620
H -2.8130 16.1600 -14.7270
H -2.8290 15.8530 -12.9670
H -2.2800 17.3690 -13.6060
H -4.8860 16.3480 -14.1580
H -4.3810 18.0380 -14.4600
H -5.6180 17.7930 -12.4620
C -3.4920 20.1500 -8.7540
O -2.1780 20.6020 -9.0680
N -4.2620 20.7850 -7.8820
N -4.0600 19.1160 -9.3000
H -3.7630 21.5120 -7.3500
H -5.2450 20.6860 -7.7770
H -3.3780 18.6260 -10.0200
H -4.8310 18.4750 -8.9390
C -4.9460 22.2500 -11.1470
O -5.2490 23.1870 -12.1540
N -4.8060 22.5810 -9.9300
N -4.6410 20.9730 -11.3860
H -4.7990 23.6110 -9.8260
H -4.5560 21.9930 -9.1430
H -5.0290 20.6270 -12.2830
H -4.4680 20.2320 -10.6550
C -2.2460 20.1040 -13.3860
O -3.4790 20.0480 -13.9610
N -1.1760 19.6000 -13.8810
N -2.0740 20.5910 -12.1780
H -1.1950 19.1090 -14.7840
H -0.3350 19.3210 -13.3240
H -2.9670 21.0430 -11.8090
H -1.2140 20.9750 -11.8070
C -1.4340 17.5900 -10.4920
O -1.1970 16.2350 -10.4740
N -0.6710 18.3360 -9.8540
N -2.3590 18.1940 -11.0720
H 0.0270 17.9810 -9.1890
H -0.7490 19.4210 -9.9180
H -3.0570 17.6400 -11.6220
H -2.1370 19.1410 -11.4130
C -2.1140 21.6040 -5.6050
O -2.2140 21.3440 -4.2690
N -2.8180 22.3900 -6.3330
N -1.2990 20.9460 -6.3480
H -3.4430 23.0850 -5.8270
H -2.4360 22.7340 -7.2110
H -0.7160 20.1120 -5.9900
H -1.4260 21.0200 -7.3130
C -7.0110 18.8490 -10.8810
O -7.4400 18.3340 -12.1280
H -5.9460 19.0910 -10.8610
H -7.3370 18.1150 -10.0770
H -7.4800 19.7550 -10.6450
H -7.4380 19.0580 -12.7100
C -8.3770 23.0430 -8.9780
O -7.6150 21.8890 -9.3510
H -7.7410 23.9140 -8.8490
H -8.8850 23.0090 -8.0180
H -9.0330 23.2200 -9.8100
H -6.7840 22.1850 -9.7600
C -1.7060 23.4840 -9.8020
O -2.4220 23.9310 -8.6280
H -2.4120 23.2080 -10.6970
H -0.9090 22.7140 -9.5540
H -1.1970 24.4860 -10.1790
H -1.7920 24.5200 -8.2650


What should be chosen as the least stable of them? Choose version P.